Here is 8 unconnected molecules or ions with the total composition C12H24F2N6O18 from the Open Molecules 2025 dataset. Energies are from ωB97M-V/def2-TZVPD.

ORCA input file:
```
! RIJCOSX wB97M-V def2-TZVPD def2/J DEFGRID3
* xyz 0 1
O -0.120 2.131 -1.015
C -0.007 0.897 -0.761
O -0.965 0.037 -0.488
C -0.394 -1.091 0.179
C 0.962 -1.151 -0.472
F 0.935 -1.882 -1.611
O 1.192 0.240 -0.740
H -0.502 -0.933 1.252
H -1.077 -1.931 0.049
H 1.716 -1.633 0.150
O 5.027 9.762 -4.127
C 5.017 8.566 -4.004
O 4.017 7.767 -4.270
C 4.300 6.422 -3.971
C 5.763 6.490 -3.559
F 6.446 6.062 -4.581
O 6.007 7.849 -3.539
H 3.742 6.092 -3.096
H 4.140 5.826 -4.870
H 6.024 6.032 -2.605
C 3.578 -4.172 6.770
N 4.765 -4.196 5.865
O 4.660 -4.399 4.668
O 5.832 -3.882 6.397
H 3.481 -5.238 6.973
H 2.707 -3.581 6.488
H 3.951 -3.798 7.723
C -6.413 3.621 -2.119
N -7.809 3.583 -2.670
O -8.085 2.573 -3.299
O -8.447 4.633 -2.546
H -6.234 2.637 -1.685
H -6.441 4.369 -1.326
H -5.686 3.801 -2.912
C -7.749 -2.972 3.334
N -6.623 -2.109 3.325
O -6.748 -0.917 3.164
O -5.507 -2.661 3.437
H -8.347 -2.543 4.139
H -7.616 -4.053 3.345
H -8.235 -2.748 2.385
C -1.059 -9.174 0.856
N -1.109 -7.672 0.766
O -1.882 -7.221 -0.094
O -0.437 -7.018 1.509
H -0.070 -9.630 0.888
H -1.596 -9.551 -0.015
H -1.644 -9.468 1.727
C 5.171 -6.372 -1.524
N 5.904 -7.558 -1.008
O 7.150 -7.529 -0.950
O 5.147 -8.466 -0.596
H 5.383 -5.591 -0.794
H 4.116 -6.634 -1.448
H 5.432 -6.162 -2.561
C -1.114 9.034 -0.699
N -2.398 9.503 -1.081
O -3.230 9.540 -0.148
O -2.569 9.644 -2.283
H -0.650 9.839 -0.128
H -0.550 8.894 -1.621
H -1.249 8.090 -0.171
*
```

Summary:
**DFT total energy**: -2353.59113 Eh
**Molar mass**: 578.3 g/mol
**Maximum force**: 5.539 eV Å⁻¹
**Energy relative to the best compared isomer or geometry (same formula, charge and spin)**: 55.60 kcal per mole
**SMILES**: O=C1OC[C@@H](F)O1.O=C1OC[C@@H](F)O1.C[N+](=O)[O-].C[N+](=O)[O-].C[N+](=O)[O-].C[N+](=O)[O-].C[N+](=O)[O-].C[N+](=O)[O-]
**Orbital gap**: 11.0 eV

Here is a molecular structure, C12H24FHfO12 from the Open Molecules 2025 dataset. Energies are from ωB97M-V/def2-TZVPD.

ORCA input file:
```
! RIJCOSX wB97M-V def2-TZVPD def2/J DEFGRID3
* xyz 3 1
Hf 1.470 -1.104 2.021
F -0.278 -0.723 0.607
C 0.428 4.281 -4.353
O 0.497 3.032 -3.700
C -0.578 2.273 -3.601
O -1.731 2.577 -3.812
O -0.196 1.062 -3.242
C -0.957 -0.062 -2.877
H -0.387 4.946 -4.066
H 0.249 4.157 -5.424
H 1.370 4.820 -4.297
H -0.284 -0.898 -2.702
H -1.611 -0.322 -3.711
H -1.607 0.098 -2.014
C 4.556 1.101 -0.574
O 3.335 1.809 -0.965
C 2.208 1.617 -0.291
O 2.061 0.760 0.610
O 1.359 2.525 -0.639
C 0.171 2.712 0.108
H 4.822 0.384 -1.347
H 4.523 0.603 0.394
H 5.292 1.900 -0.515
H 0.415 2.879 1.160
H -0.483 1.839 0.127
H -0.390 3.574 -0.241
C -2.920 -0.121 2.282
O -2.554 0.131 3.632
C -1.300 0.132 3.981
O -0.337 -0.208 3.254
O -1.052 0.594 5.185
C -2.079 1.226 5.978
H -3.986 -0.225 2.105
H -2.535 -1.104 1.991
H -2.385 0.535 1.597
H -2.189 2.279 5.735
H -1.861 1.077 7.034
H -3.000 0.650 5.885
C -1.903 -3.038 -0.548
O -0.998 -4.101 -0.771
C 0.205 -4.160 -0.304
O 0.693 -3.329 0.489
O 0.796 -5.223 -0.865
C 2.144 -5.634 -0.513
H -2.905 -3.118 -0.965
H -1.489 -2.155 -1.036
H -2.061 -2.786 0.501
H 2.457 -6.304 -1.309
H 2.242 -6.211 0.406
H 2.764 -4.746 -0.396
*
```

Summary:
**DFT total energy**: -1521.16368 Eh
**Molar mass**: 557.8 g/mol
**Maximum force**: 11.603 eV Å⁻¹
**Energy relative to the best compared isomer or geometry (same formula, charge and spin)**: 136.89 kcal per mole
**Orbital gap**: 2.0 eV

Here is 2 unconnected molecules or ions with the total composition C12H24N2O3 from the Open Molecules 2025 dataset. Energies are from ωB97M-V/def2-TZVPD.

ORCA input file:
```
! RIJCOSX wB97M-V def2-TZVPD def2/J DEFGRID3
* xyz 0 1
C 1.052 -1.116 -0.578
C 0.515 -1.501 0.777
C 0.221 -2.096 -1.753
C -1.347 -2.049 -1.588
C 0.695 -1.822 -3.214
C -0.286 -2.661 -4.167
C 0.075 0.745 1.089
C 1.495 1.102 0.846
C -0.651 1.700 1.982
C 0.376 1.858 3.181
C -1.343 2.853 1.275
C -2.076 3.375 2.372
H 2.591 -2.682 -0.573
H 3.327 -1.110 -0.012
H 0.707 -0.119 -1.142
H 0.580 -3.208 -1.656
H -1.548 -1.882 -0.387
H -1.926 -3.012 -1.903
H -1.998 -1.046 -1.974
H 1.779 -2.185 -3.492
H 0.615 -0.747 -3.518
H 0.286 -3.108 -5.153
H -1.056 -3.655 -3.360
H -1.309 -1.856 -4.405
H -0.371 -0.845 2.474
H -0.368 0.804 0.187
H -1.608 1.312 2.184
H -0.128 2.328 3.955
H 0.619 0.850 3.595
H 1.105 2.534 2.562
H -0.644 3.686 0.823
H -2.248 2.364 0.555
H -2.530 2.285 2.870
H -2.957 4.124 2.007
H -1.400 4.142 3.072
H 2.530 2.617 -0.164
N 2.583 -1.506 -0.571
N 0.132 -0.463 1.664
O 0.461 -2.741 1.131
O 2.548 0.348 0.785
O 1.504 2.382 0.225
*
```

Summary:
**DFT total energy**: -806.48309 Eh
**Molar mass**: 244.3 g/mol
**Maximum force**: 8.030 eV Å⁻¹
**Energy relative to the best compared isomer or geometry (same formula, charge and spin)**: 281.01 kcal per mole
**Orbital gap**: 9.0 eV